[1]
ORCA calculation (the ωB97M-V functional and the def2-TZVPD basis) on a 3-piece molecular cluster, C4H11NO2 overall.

Structure (ORCA input):
```
! RIJCOSX wB97M-V def2-TZVPD def2/J DEFGRID3
* xyz 0 1
C -1.06 1.74 -2.07
C -0.99 0.67 -1.24
C -1.21 0.67 0.21
C -0.89 -0.41 1.04
N -0.54 -0.43 2.42
H -0.58 1.81 -3.07
H -1.49 2.71 -1.78
H -0.85 -0.33 -1.66
H -1.61 1.65 0.55
H -0.74 -1.45 0.51
H 0.29 -0.97 2.57
H -0.29 0.46 2.71
O 1.20 -2.54 0.50
H 1.97 -3.11 0.69
H 1.68 -1.72 0.27
O 1.89 0.22 -0.21
H 0.96 0.49 -0.35
H 2.25 0.51 -1.08
*
```

For the HOMO-LUMO gap, the calculation gives 8.59 eV. The calculation puts the calculated total energy at -364.1752 Ha. The HOMO energy is -7.85 eV. Its energy above the lowest of the compared OMol25 structures with the same formula, charge and spin is 58.3 kcal/mol.

Atom charges from the Löwdin analysis, given in e for atoms 1 to 6: C -0.02; C -0.26; C -0.15; C -0.17; N 0.07; H 0.06


[2]
ORCA calculation (the ωB97M-V functional and the def2-TZVPD basis) on an isolated molecule of C2H6N2O.

Structure (ORCA input):
```
! RIJCOSX wB97M-V def2-TZVPD def2/J DEFGRID3
* xyz 0 1
C -1.00 -0.69 0.03
N 0.21 0.13 -0.09
N 0.12 1.51 -0.06
C 1.40 -0.50 -0.11
O 2.48 0.08 0.06
H -1.46 -0.35 0.97
H -1.67 -0.55 -0.80
H -0.69 -1.77 0.19
H -0.14 1.77 0.91
H -0.56 1.92 -0.78
H 1.32 -1.55 -0.32
*
```

For the HOMO-LUMO gap, the calculation gives 10.16 eV. The calculation puts the calculated total energy at -264.5097 Ha. The HOMO energy is -9.46 eV. Its energy above the lowest of the compared OMol25 structures with the same formula, charge and spin is 48.7 kcal/mol.

Atom charges from the Löwdin analysis, given in e for atoms 1 to 6: C -0.05; N -0.27; N 0.05; C -0.34; O 0.00; H 0.09


Q: Which formula does entry 1 have?
A: C4H11NO2


Q: Number 2 is which compound?
A: C2H6N2O


Copy entry 2 word for word.
ORCA calculation (the ωB97M-V functional and the def2-TZVPD basis) on an isolated molecule of C2H6N2O.

Structure (ORCA input):
```
! RIJCOSX wB97M-V def2-TZVPD def2/J DEFGRID3
* xyz 0 1
C -1.00 -0.69 0.03
N 0.21 0.13 -0.09
N 0.12 1.51 -0.06
C 1.40 -0.50 -0.11
O 2.48 0.08 0.06
H -1.46 -0.35 0.97
H -1.67 -0.55 -0.80
H -0.69 -1.77 0.19
H -0.14 1.77 0.91
H -0.56 1.92 -0.78
H 1.32 -1.55 -0.32
*
```

For the HOMO-LUMO gap, the calculation gives 10.16 eV. The calculation puts the calculated total energy at -264.5097 Ha. The HOMO energy is -9.46 eV. Its energy above the lowest of the compared OMol25 structures with the same formula, charge and spin is 48.7 kcal/mol.

Atom charges from the Löwdin analysis, given in e for atoms 1 to 6: C -0.05; N -0.27; N 0.05; C -0.34; O 0.00; H 0.09


Repeat the second record exactly.
ORCA calculation (the ωB97M-V functional and the def2-TZVPD basis) on an isolated molecule of C2H6N2O.

Structure (ORCA input):
```
! RIJCOSX wB97M-V def2-TZVPD def2/J DEFGRID3
* xyz 0 1
C -1.00 -0.69 0.03
N 0.21 0.13 -0.09
N 0.12 1.51 -0.06
C 1.40 -0.50 -0.11
O 2.48 0.08 0.06
H -1.46 -0.35 0.97
H -1.67 -0.55 -0.80
H -0.69 -1.77 0.19
H -0.14 1.77 0.91
H -0.56 1.92 -0.78
H 1.32 -1.55 -0.32
*
```

For the HOMO-LUMO gap, the calculation gives 10.16 eV. The calculation puts the calculated total energy at -264.5097 Ha. The HOMO energy is -9.46 eV. Its energy above the lowest of the compared OMol25 structures with the same formula, charge and spin is 48.7 kcal/mol.

Atom charges from the Löwdin analysis, given in e for atoms 1 to 6: C -0.05; N -0.27; N 0.05; C -0.34; O 0.00; H 0.09